1.
Below is a single C6H7IN2O2 molecule, with properties calculated with the ωB97M-V functional and the def2-TZVPD basis.

```
18
C6H7IN2O2 (the ωB97M-V functional and the def2-TZVPD basis)
H -0.774 -0.148 -2.063
O -0.304 -2.494 2.063
N -0.172 -1.480 1.315
H 2.419 -2.734 0.853
N -0.348 0.309 -0.085
H 1.704 -0.750 2.224
H -0.547 1.582 -1.761
H -1.931 0.847 -1.256
O 1.772 -0.158 -1.008
C 1.223 -0.928 1.179
C 2.130 -1.784 0.435
C -0.890 0.630 -1.414
H 1.338 1.094 0.691
I 3.728 -1.998 -2.230
C -1.005 -0.735 0.657
C 1.075 0.262 0.153
C 2.481 -1.294 -0.694
H -2.068 -0.833 0.695
```

As for the structure (SMILES): CN1C=[N+]([O-])[C@H]2C=C(I)O[C@H]21. The orbital gap (alpha / beta) is 8.1 / 8.1 eV. The energy relative to the best compared isomer or geometry (same formula, charge and spin) comes out at 77.0 kcal per mole. As for the multiplicity: 1. The highest occupied orbital energy (alpha / beta) comes out at -7.793 / -7.792 eV.

---

2.
Below is a 5-piece molecular cluster, C42H71FN2O12 overall, with properties calculated with the ωB97M-V functional and the def2-TZVPD basis.

```
128
C42H71FN2O12 (the ωB97M-V functional and the def2-TZVPD basis)
C -2.560 -7.575 0.781
H -1.496 9.311 -3.062
O 3.945 -3.670 -1.305
H -2.390 7.209 -4.239
C -0.886 8.419 -3.219
H -7.352 -3.343 -3.232
H -3.073 -10.748 1.405
H -7.508 -2.572 -1.643
H -2.312 5.514 2.884
C 2.964 -0.142 -0.298
H -5.663 -4.286 -1.541
C 2.327 2.743 3.064
H -1.483 -5.127 -0.277
H 5.059 0.427 0.321
C -0.412 1.001 2.367
C -1.737 7.174 -3.363
H -1.720 4.748 4.517
H -1.086 6.308 -3.498
C 0.108 -3.838 -0.621
H -1.454 -10.745 -0.473
C 4.538 -0.063 -0.586
H 9.020 4.154 2.018
H 8.338 1.740 1.465
C 4.275 -2.389 -1.950
H 6.061 3.711 3.798
H -2.512 -9.717 -1.423
O -0.244 5.514 3.126
C -3.680 7.493 -1.888
O -6.887 -5.842 -2.223
O 5.243 4.524 1.518
H -4.104 4.507 2.631
H 6.111 -1.151 -1.727
H -5.013 3.365 1.497
O -2.384 -8.851 1.168
C -0.079 -1.405 0.365
C -2.848 1.442 1.265
C -0.345 2.413 3.021
C 0.948 2.764 3.888
H 1.691 5.823 0.246
H 6.047 -3.796 0.940
H -0.949 5.504 1.052
H -4.180 -9.714 0.530
H 4.671 0.701 -1.446
H 8.602 2.091 -0.233
H 0.008 6.992 1.634
C 0.785 -0.074 2.500
H -5.232 8.611 -2.797
H 4.998 -5.543 -1.445
H -4.619 -5.625 -4.578
H 2.109 5.525 2.004
C -5.500 -5.160 -4.132
C -4.079 0.924 0.392
H 2.538 -2.336 0.325
H 0.379 -4.021 0.471
H 3.269 -1.189 1.667
H -0.273 8.572 -4.111
H -7.015 -4.733 -0.524
C -7.603 -3.517 -2.183
C -2.501 -10.476 -0.638
H 6.085 -4.007 -1.565
C -3.367 -7.292 -0.456
H -5.135 -4.331 -3.529
H 0.825 3.728 4.511
C -1.559 -0.967 0.841
C 6.341 4.063 1.728
C 0.153 -2.260 -0.965
N -1.251 -4.392 -0.967
O -6.319 -7.344 -3.753
O -2.552 -1.719 0.695
C -0.090 5.841 1.723
O 7.315 4.190 0.807
O 1.461 -0.249 3.538
H 1.193 -2.058 -1.417
H 7.658 3.249 3.270
H -4.989 1.613 0.410
C 1.020 -0.964 1.172
C 2.559 -1.292 0.781
H 2.806 3.773 2.944
C 5.143 -4.456 -1.081
H 9.271 4.417 0.306
C 5.213 -1.442 -1.057
C 8.689 3.838 1.026
C -3.123 -9.965 0.646
H -3.760 8.661 -3.732
H 2.385 -0.318 -1.265
C -4.144 8.660 -2.714
C 6.612 3.260 2.970
C -1.504 4.857 3.387
H -3.798 5.740 0.699
H -3.898 -6.349 -0.311
O -2.494 6.926 -2.168
H -4.127 -8.041 -0.668
H -0.702 -1.998 -1.680
C -4.013 3.883 1.668
H 2.210 2.198 2.058
N -3.592 4.754 0.505
H 6.262 2.238 2.820
H 1.207 4.151 1.047
C 1.343 5.272 1.198
C -6.717 -4.578 -1.563
C -2.787 2.872 1.917
H 9.975 2.110 0.895
O -2.009 -6.677 1.377
F 3.303 1.957 3.827
H -4.449 -0.120 0.679
C 5.297 -4.583 0.540
H 2.609 0.880 0.113
H -4.029 4.434 -0.366
H -6.148 -4.782 -4.923
C 8.917 2.360 0.778
H 0.841 -4.341 -1.361
H 3.328 -1.896 -2.346
C -1.628 0.506 1.501
H 1.041 1.923 4.677
H -3.862 9.587 -2.214
C -6.240 -6.207 -3.345
H 5.699 -5.598 0.865
H -2.694 -7.200 -1.309
H -8.649 -3.833 -2.158
H 4.889 -2.689 -2.886
H -3.723 0.871 -0.705
H 5.661 -1.937 -0.134
H -3.036 -11.357 -1.001
O -4.323 7.114 -0.935
H -0.227 8.331 -2.351
H 4.288 -4.304 1.005
H -1.960 -3.638 -0.968
C -1.555 3.357 2.766
```

As for the structure (SMILES): CCOCCCCCC1=C(CCN)C(=O)c2c(C)c(CN)c(COCC)c(CCF)c2C1=O.CCOC(C)=O.CCOC(C)=O.CCOC(C)=O.CCOC(C)=O. The orbital gap is 7.7 eV. As for the multiplicity: 1. The highest occupied orbital energy comes out at -8.240 eV.

---

3.
Below is a 2-piece molecular cluster, C6H14N2O2 overall, with properties calculated with the ωB97M-V functional and the def2-TZVPD basis.

```
24
C6H14N2O2 (the ωB97M-V functional and the def2-TZVPD basis)
N -12.974 10.951 3.313
C -12.580 9.925 2.490
H -13.073 8.839 0.752
H -11.576 5.780 -0.088
H -9.695 9.799 -1.117
C -13.574 9.487 1.491
N -10.698 8.102 -0.421
C -10.567 9.551 -0.488
H -11.475 9.943 -0.976
H -11.265 10.916 4.647
C -12.249 11.383 4.479
O -10.968 7.841 -2.644
H -13.767 11.523 3.012
C -11.347 5.892 -1.161
C -10.944 7.329 -1.520
H -14.442 8.944 1.903
H -10.463 7.594 0.435
H -12.834 11.319 5.412
H -12.231 5.584 -1.744
H -12.096 12.447 4.232
H -10.450 10.051 0.488
O -11.513 9.276 2.694
H -10.508 5.222 -1.413
H -13.938 10.392 0.976
```

As for the structure (SMILES): CNC(C)=O.CNC(C)=O. The orbital gap is 10.0 eV. The energy relative to the best compared isomer or geometry (same formula, charge and spin) comes out at 21.7 kcal per mole. As for the multiplicity: 1. The highest occupied orbital energy comes out at -9.308 eV.

---

4.
Below is C6H14LuO4 as an isolated structure, with properties calculated with the ωB97M-V functional and the def2-TZVPD basis.

```
25
C6H14LuO4 (the ωB97M-V functional and the def2-TZVPD basis)
O 1.895 0.327 -1.935
H 1.192 1.142 -3.765
C 0.805 0.216 -3.304
H 0.383 0.764 2.602
O 1.121 -0.673 0.357
H 3.366 -1.424 -1.809
O -1.147 -0.110 1.525
H -3.624 1.922 0.725
H 3.285 0.138 -1.810
O -2.151 1.191 -0.552
H -3.626 0.167 0.475
Lu -0.441 0.267 -0.647
H 0.614 -2.153 1.673
H 1.892 -1.729 -1.527
H -0.348 -0.684 3.357
C -2.957 1.051 0.564
C 0.980 -1.107 1.675
H -2.729 0.562 2.696
C -2.124 0.879 1.832
H -0.221 0.338 -3.677
C 2.520 -0.827 -1.438
H 1.935 -1.064 2.227
H 1.020 -0.778 -3.729
H -1.606 1.821 2.084
C -0.036 -0.237 2.400
```

The orbital gap (alpha / beta) is 6.9 / 7.0 eV. The energy relative to the best compared isomer or geometry (same formula, charge and spin) comes out at 173.2 kcal per mole. As for the multiplicity: 1. The charge is +1. The highest occupied orbital energy (alpha / beta) comes out at -11.481 / -11.791 eV.

---

5.
Below is a single C20H22ClN3O4S molecule, with properties calculated with the ωB97M-V functional and the def2-TZVPD basis.

```
51
C20H22ClN3O4S (the ωB97M-V functional and the def2-TZVPD basis)
H 2.139 2.652 0.044
H 0.284 -1.934 -2.370
C 0.282 1.757 -0.635
C -3.774 -1.207 0.028
C -6.029 -1.314 -0.711
H 1.518 3.271 -1.494
C 4.289 0.761 1.577
H -1.855 1.772 -0.905
H -1.597 -2.858 -1.958
C 2.989 0.922 2.035
O 3.229 -1.321 -2.108
C 3.759 -1.451 0.813
N 0.519 0.581 -1.039
H 2.521 0.901 -1.457
H 1.473 -3.093 -1.700
H -5.829 -0.927 -1.716
H 1.058 -0.002 2.231
H -1.191 4.097 -1.224
H -6.984 -0.927 -0.360
O 1.971 -3.756 0.566
H 4.029 -2.386 0.350
H -1.770 4.146 0.446
C 0.404 3.987 0.228
C -1.099 2.176 -0.235
O -5.074 -0.860 0.217
C -1.031 3.704 -0.219
H -0.838 -0.696 1.649
C -1.931 -2.249 -1.133
H 2.697 1.837 2.528
N 1.768 0.214 -1.414
H 0.486 3.846 1.307
H 5.004 1.560 1.702
C 2.461 -1.270 1.250
Cl -3.425 0.192 2.301
C -1.021 -1.780 -0.191
H 0.725 4.999 -0.012
C 2.068 -0.100 1.870
O 0.420 -2.684 2.148
C 4.677 -0.425 0.973
S 1.268 -2.586 1.001
H -1.312 1.795 0.765
C -1.507 -1.036 0.881
H -3.950 -2.344 -1.782
C 1.230 2.922 -0.497
C 1.009 -2.109 -1.574
C 2.110 -1.064 -1.721
N 0.348 -2.033 -0.294
C -3.281 -1.962 -1.029
H 5.690 -0.552 0.627
H -6.071 -2.407 -0.743
C -2.854 -0.760 0.983
```

As for the structure (SMILES): COc1ccc(N(CC(=O)NN=C2CCCC2)S(=O)(=O)c2ccccc2)cc1Cl. The orbital gap is 8.7 eV. The energy relative to the best compared isomer or geometry (same formula, charge and spin) comes out at 47.8 kcal per mole. As for the multiplicity: 1. The highest occupied orbital energy comes out at -8.152 eV.

---

6.
Below is a 2-piece molecular cluster, C5H11NO overall, with properties calculated with the ωB97M-V functional and the def2-TZVPD basis.

```
18
C5H11NO (the ωB97M-V functional and the def2-TZVPD basis)
H 2.398 1.497 0.634
N -0.407 1.300 1.362
H 0.153 1.763 2.059
H 0.785 -2.911 1.177
H -2.153 0.006 0.024
C 1.559 1.757 -0.012
H 1.196 -1.653 0.433
H 1.812 1.676 -1.064
H 1.295 2.792 0.195
C -1.902 -1.407 -1.491
H -0.963 0.569 1.775
C -1.451 -0.542 -0.594
H -1.299 -1.806 -2.294
H -2.925 -1.740 -1.566
C -0.091 0.005 -0.655
O 1.178 -2.041 1.321
H 0.469 -0.157 -1.563
C 0.345 0.893 0.260
```

As for the structure (SMILES): C=C/C=C(/C)N.O. The orbital gap is 8.8 eV. The energy relative to the best compared isomer or geometry (same formula, charge and spin) comes out at 38.2 kcal per mole. As for the multiplicity: 1. The highest occupied orbital energy comes out at -7.846 eV.

---

How do the records compare in largest force on an atom? In the order shown, they have 4.10, 4.07, 3.62, 3.14, 1.34, 1.14 eV/Å.